1.
63
Properties=species:S:1:pos:R:3:mulliken_charge:R:1 method="wB97M-V/def2-TZVPD" smiles="COc1cc(C[NH2+]CCc2ccc(S(N)(=O)=O)cc2)ccc1OCC(=O)NC(C)(C)C" lumo_energy_ev=-2.450 homo_lumo_gap_ev=8.226 de_lowest_kj_mol=0.0 charge=+1
C -2.37226 -1.18967 2.86529 -1.0238
O -3.02192 -1.22347 1.61429 -0.4151
C -3.12065 -0.07814 0.89222 0.9785
C -2.55615 1.12702 1.27114 -0.2938
C -2.73904 2.27815 0.50731 0.0015
C -1.91079 3.49501 0.78612 -1.2195
N -0.73323 3.42091 -0.14451 0.1467
C 0.28008 4.49300 -0.02401 -0.6550
C 1.43219 4.22800 -0.99446 -1.2916
C 2.10580 2.91106 -0.69359 0.6579
C 1.73909 1.75392 -1.37531 -0.4521
C 2.36255 0.54772 -1.09424 -0.3331
C 3.33973 0.50464 -0.12231 0.2368
S 4.13569 -1.04465 0.28513 1.3278
N 5.74606 -0.63184 0.14789 -0.5837
O 3.85884 -1.32461 1.66199 -0.6619
O 3.78872 -2.01833 -0.70837 -0.6778
C 3.70506 1.63690 0.57917 -0.7177
C 3.08917 2.84186 0.28985 -0.7525
C -3.54509 2.23594 -0.62027 -0.7406
C -4.07124 1.02989 -1.03653 -0.7651
C -3.80327 -0.14761 -0.34803 0.4699
O -4.24848 -1.28581 -0.92046 -0.4757
C -3.51197 -2.47545 -0.73861 -0.8240
C -1.99451 -2.22848 -0.80269 0.7094
O -1.53755 -1.13842 -1.10267 -0.6980
N -1.27033 -3.30545 -0.48098 -0.1563
C 0.19847 -3.34145 -0.38835 1.6470
C 0.80517 -2.99998 -1.74945 -1.5659
C 0.64583 -2.33524 0.67497 -1.2528
C 0.59990 -4.75255 0.02709 -1.9206
H -2.85117 -0.47710 3.54299 0.3797
H -2.47436 -2.19366 3.27309 0.2718
H -1.31016 -0.94877 2.76103 0.3461
H -1.96464 1.18644 2.17119 0.4860
H -1.54011 3.51371 1.81122 0.3830
H -2.45019 4.42017 0.57733 0.4299
H -1.10770 3.39677 -1.10224 0.4525
H -0.26512 2.51041 -0.00805 0.1441
H -0.19451 5.45255 -0.23671 0.3986
H 0.64723 4.50154 1.00421 0.4677
H 2.15292 5.04003 -0.89899 0.4773
H 1.05950 4.23274 -2.02024 0.3921
H 0.99081 1.78974 -2.15451 0.4191
H 2.10491 -0.35575 -1.62138 0.4709
H 6.16479 -1.00229 -0.68971 0.2732
H 6.27777 -0.88095 0.96644 0.2928
H 4.46993 1.56385 1.33410 0.4167
H 3.38262 3.73719 0.81721 0.4555
H -3.74097 3.13210 -1.19019 0.4962
H -4.65504 0.95997 -1.93917 0.4910
H -3.81556 -3.12287 -1.56693 0.4622
H -3.76652 -2.95909 0.21117 0.3413
H -1.75340 -4.15973 -0.25179 0.3342
H 0.56602 -3.77305 -2.47577 0.4143
H 0.40428 -2.05511 -2.10596 0.3033
H 1.88485 -2.92258 -1.65600 0.3657
H 0.22907 -2.60454 1.64297 0.3091
H 1.72839 -2.32736 0.75333 0.3762
H 0.30557 -1.33834 0.40570 0.0840
H 0.26647 -5.48166 -0.70830 0.4865
H 1.68184 -4.80894 0.09998 0.4217
H 0.17657 -5.00832 0.99631 0.4585

***

2.
64
Properties=species:S:1:pos:R:3:mulliken_charge:R:1 method="wB97M-V/def2-TZVPD" lumo_energy_ev="2.842 / 2.841" homo_lumo_gap_ev="5.204 / 7.328" s2=2.01 de_lowest_kj_mol=0.0 charge=-1 spin_multiplicity=3
Ti 1.73701 -0.42661 0.33240 -0.0096
N 2.35771 -4.97612 0.40418 -0.5344
C 1.98447 -3.63961 0.31926 0.5025
S 3.27303 -2.48228 0.29596 -0.6107
N 0.71122 -3.43218 0.21343 -1.2359
N 0.34222 -2.09420 0.10297 1.2407
C -0.93264 -1.95784 -0.01764 -1.0902
C -1.64937 -0.71331 -0.19238 0.9169
C -3.04329 -0.74640 -0.07590 -0.4348
C -3.82631 0.37811 -0.25158 -0.7465
C -3.20077 1.57924 -0.58077 -0.5913
C -1.82939 1.64101 -0.72068 -0.5605
C -1.00929 0.50754 -0.52168 0.3495
O 0.28078 0.61287 -0.67456 -0.2450
H 3.24693 -5.11428 0.85505 0.2608
H 1.61660 -5.57164 0.74288 0.2570
H -1.53167 -2.86761 0.02124 0.1855
H -3.51069 -1.69429 0.17274 0.3507
H -4.90123 0.32223 -0.13801 0.3532
H -3.79101 2.47756 -0.72529 0.3660
H -1.33742 2.57290 -0.97420 0.3686
C 1.27286 3.42351 1.09391 -0.5271
C 2.20169 2.86565 2.17366 0.0307
C 3.15105 1.89161 1.63380 0.3033
N 3.91755 1.13704 1.22080 -0.6106
H 0.58263 4.13709 1.54555 0.3643
H 0.69571 2.60977 0.65489 -0.2363
H 1.83160 3.93026 0.30729 0.3488
H 1.61698 2.33674 2.92900 -0.0890
H 2.78270 3.65057 2.66378 0.4189
C -2.33711 2.21146 3.37588 -0.6739
Si -1.51271 0.67725 4.07578 -0.1382
C -2.74820 -0.73939 4.02991 -0.8105
C -1.09386 1.01195 5.88041 -1.0176
C -0.04817 0.25781 3.10974 -0.9566
C 0.79223 -0.07205 2.27192 1.1443
H -3.24429 2.46324 3.93262 0.3317
H -2.60422 2.04501 2.32941 0.0672
H -1.66010 3.06825 3.41805 0.2453
H -3.64586 -0.51202 4.61191 0.2884
H -2.29704 -1.65035 4.42837 0.3063
H -3.04432 -0.93774 2.99721 0.1321
H -1.99887 1.24773 6.44795 0.2626
H -0.40118 1.84990 5.98382 0.2783
H -0.62646 0.13520 6.33423 0.3022
O 2.87326 0.38336 -1.61455 -0.6743
C 2.16176 -0.03703 -2.53236 0.6599
C 1.54378 0.91158 -3.52573 -0.3911
C 1.61542 0.50141 -4.99850 -0.8895
C 0.56948 -0.52650 -5.42586 -0.5785
C 0.75131 -1.91017 -4.81218 -0.9801
C 0.72179 -1.91254 -3.29001 -0.2895
N 1.92339 -1.35998 -2.67420 0.1067
H 2.03932 1.86678 -3.35956 0.4113
H 0.50276 1.04125 -3.20818 -0.0039
H 2.61778 0.12589 -5.22825 0.3275
H 1.47759 1.40205 -5.60198 0.3683
H 0.57954 -0.61538 -6.51615 0.3730
H -0.42209 -0.14731 -5.15328 0.2744
H 1.69731 -2.34797 -5.14533 0.3521
H -0.05043 -2.56368 -5.16789 0.3620
H 0.63650 -2.93282 -2.91829 0.5080
H -0.16258 -1.37506 -2.92781 0.0254
H 2.35461 -1.91744 -1.93719 0.1810

***

3.
72
Properties=species:S:1:pos:R:3:mulliken_charge:R:1 method="wB97M-V/def2-TZVPD" lumo_energy_ev=2.383 homo_lumo_gap_ev=6.924 de_lowest_kj_mol=5.8 charge=-1
Ag 0.37302 -0.32395 0.50926 0.6144
N -0.39195 -0.63416 4.63312 -0.0085
C -0.94930 -1.82224 3.88583 1.0237
C -1.69627 -2.71130 4.87032 -2.0007
P -2.00135 -1.18694 2.52603 0.5278
O -3.34858 -0.68860 3.32799 -0.6386
O -2.36576 -2.29759 1.61517 -0.8992
O -1.33815 0.09191 2.08574 -0.1149
P 0.64200 -2.65010 3.34524 0.3826
O 0.17795 -4.12591 2.94568 -0.5917
O 1.39749 -2.67119 4.63322 -0.8588
O 1.16310 -1.92067 2.14709 -0.7164
H -1.09494 -0.13651 5.17680 0.3730
H 0.02448 0.03878 3.97071 -0.2621
H 0.37513 -1.00547 5.21817 0.4215
H -2.50593 -2.16517 5.36268 0.4442
H -1.01078 -3.11063 5.62010 0.4760
H -2.12649 -3.55024 4.32575 0.3892
H -4.02988 -1.36063 3.20800 0.3325
H 0.02299 -4.15693 1.97887 0.7105
C 2.51965 -2.55205 -1.07098 -0.4908
O 1.27723 -3.00018 -1.63506 -0.5574
P -0.03882 -2.80335 -0.68042 1.1363
O 0.03332 -4.17877 0.20767 -0.5756
C 0.09642 -5.45848 -0.42079 -0.8416
O -1.13329 -3.27420 -1.77992 -0.6293
C -2.08536 -2.28376 -2.18735 -0.4664
H 3.30599 -2.90400 -1.73610 0.3166
H 2.67047 -2.96050 -0.06926 0.2976
H 2.53697 -1.46168 -1.01391 -0.0037
H 0.32474 -6.18356 0.35841 0.3114
H 0.87987 -5.47592 -1.17889 0.2696
H -0.86015 -5.70050 -0.88336 0.2581
H -2.92167 -2.81467 -2.63842 0.3178
H -1.64388 -1.60818 -2.92085 0.1605
H -2.43939 -1.71337 -1.32621 0.2080
C 3.18350 4.85039 -3.92784 -0.4004
C 1.83266 4.57365 -3.76695 -0.7664
C 1.41045 3.63253 -2.83972 -0.0134
C 2.32992 2.93365 -2.05191 0.4007
C 3.68359 3.24334 -2.21082 -0.2562
C 4.10899 4.18159 -3.13861 -0.5903
C 1.93864 1.92375 -1.03443 -0.0908
C 0.91279 1.05233 -1.05916 -2.3790
C 0.04268 0.95921 -2.24497 1.6512
C -1.33103 1.21757 -2.16070 0.1863
C -2.14490 1.16546 -3.28129 -0.8528
C -1.62144 0.79664 -4.51494 -0.4963
C -0.27217 0.47531 -4.60238 -0.9050
C 0.54761 0.55878 -3.48759 0.1709
H 3.50977 5.58497 -4.65379 0.3650
H 1.09781 5.09825 -4.36623 0.3882
H 0.35318 3.43596 -2.72326 0.3929
H 4.41102 2.72800 -1.59312 0.3975
H 5.16677 4.39200 -3.24404 0.3643
H 2.62363 1.90062 -0.18614 0.5413
H -1.76056 1.44552 -1.19200 0.2097
H -3.20121 1.39034 -3.18597 0.3559
H -2.25806 0.74030 -5.38901 0.3400
H 0.14884 0.16290 -5.55110 0.3505
H 1.60227 0.32321 -3.56855 0.3506
S 1.60865 1.94386 3.76538 -0.3669
C 0.24208 2.54796 3.04176 0.2566
N 0.07750 2.79110 1.75104 0.0393
C -1.19538 3.33168 1.31401 -0.1045
C -2.20838 2.99141 2.40297 -0.3437
S -1.21799 2.97729 3.92973 -0.2160
H 0.71969 2.38190 1.07578 0.0053
H -1.46528 2.88342 0.35994 -0.2660
H -1.10772 4.41442 1.18124 0.4070
H -2.61324 1.99206 2.26238 0.0131
H -2.99355 3.73934 2.47998 0.5455